one) This record from the Open Molecules 2025 dataset describes 4 unconnected molecules or ions with the total composition C2H12O3S. The level of theory is the ωB97M-V functional and the def2-TZVPD basis.

Summary:
**Highest occupied orbital energy**: -8.890 eV
**Structure (SMILES)**: CCS.O.O.O
**Net charge**: 0

Last columns: bonded neighbours and bond lengths (Å).
Atoms and positions in Å:
1 C -0.253 1.967 -0.012  C2 1.553, H4 1.126, H5 1.081, H6 1.122
2 C -0.092 0.778 0.974  C1 1.553, S3 1.845, H7 1.106, H8 1.096
3 S 0.847 1.029 2.542  C2 1.845, H9 1.305
4 H -0.569 2.955 0.425  C1 1.126
5 H 0.651 2.242 -0.535  C1 1.081
6 H -0.986 1.687 -0.815  C1 1.122
7 H 0.163 -0.204 0.533  C2 1.106
8 H -1.139 0.723 1.293  C2 1.096
9 H 1.882 1.339 1.811  S3 1.305
10 H -0.378 -2.778 -2.308  O12 0.965
11 H -1.445 -1.855 -2.931  O12 0.960
12 O -0.525 -2.120 -2.999  H10 0.965, H11 0.960
13 H -3.380 -0.139 1.851  O15 0.969
14 H -2.893 0.557 3.028  O15 0.966
15 O -2.904 0.676 2.069  H13 0.969, H14 0.966
16 H 1.533 -2.826 -3.912  O18 0.977
17 H 2.342 -1.807 -4.678  O18 0.962
18 O 2.451 -2.619 -4.172  H16 0.977, H17 0.962


two) This record from the Open Molecules 2025 dataset describes 5 unconnected molecules or ions with the total composition C2H12O3S. The level of theory is the ωB97M-V functional and the def2-TZVPD basis.

Summary:
**Highest occupied orbital energy**: -9.449 eV
**Net charge**: 0

Last columns: bonded neighbours and bond lengths (Å).
Atoms and positions in Å:
1 C -0.626 -0.571 2.079  C2 1.593, H4 1.092, H5 1.067, H6 1.104
2 C -1.634 -0.462 0.849  C1 1.593, S3 1.792, H7 1.105, H8 1.099
3 S -0.881 -1.072 -0.657  C2 1.792
4 H 0.381 -0.212 1.856  C1 1.092
5 H -0.639 -1.502 2.601  C1 1.067
6 H -1.083 0.198 2.726  C1 1.104
7 H -2.577 -0.994 1.071  C2 1.105
8 H -1.892 0.601 0.746  C2 1.099
9 H 0.407 1.783 -0.149  no bonds
10 H 2.745 0.805 0.665  O12 0.944
11 H 1.718 2.024 0.522  O12 1.110
12 O 2.666 1.687 0.991  H10 0.944, H11 1.110
13 H 1.794 -1.342 -1.244  O15 0.953
14 H 1.216 -0.480 -0.360  O15 0.948
15 O 1.976 -1.046 -0.357  H13 0.953, H14 0.948
16 H -1.132 2.584 -1.731  O18 0.993
17 H -0.690 1.164 -1.462  O18 1.031
18 O -1.216 1.698 -2.171  H16 0.993, H17 1.031


three) This record from the Open Molecules 2025 dataset describes 4 unconnected molecules or ions with the total composition C2H12O3S. The level of theory is the ωB97M-V functional and the def2-TZVPD basis.

Summary:
**Highest occupied orbital energy**: -8.267 eV
**Structure (SMILES)**: CSC.O.O.O
**Net charge**: 0

Last columns: bonded neighbours and bond lengths (Å).
Atoms and positions in Å:
1 C -0.409 -1.182 -0.629  S2 1.864, H4 1.095, H5 1.069, H6 1.136
2 S 0.548 -1.164 -2.229  C1 1.864, C3 1.852
3 C 2.284 -0.817 -1.684  S2 1.852, H7 1.052, H8 1.081, H9 1.076
4 H -0.492 -0.234 -0.087  C1 1.095
5 H -0.193 -2.002 0.021  C1 1.069
6 H -1.442 -1.352 -1.071  C1 1.136
7 H 2.790 -0.874 -2.605  C3 1.052
8 H 2.321 0.240 -1.457  C3 1.081
9 H 2.454 -1.443 -0.826  C3 1.076
10 H 0.339 1.386 1.567  O12 0.879
11 H 1.857 1.026 1.472  O12 1.003
12 O 0.956 0.839 1.871  H10 0.879, H11 1.003
13 H -3.181 -0.151 1.128  O15 0.984
14 H -2.085 -0.336 2.166  O15 0.984
15 O -2.211 -0.028 1.240  H13 0.984, H14 0.984
16 H -1.451 1.622 0.968  O18 0.937
17 H -1.180 2.229 -0.365  O18 0.928
18 O -0.906 2.240 0.522  H16 0.937, H17 0.928


four) This record from the Open Molecules 2025 dataset describes 5 unconnected molecules or ions with the total composition C2H12O3S. The level of theory is the ωB97M-V functional and the def2-TZVPD basis.

Summary:
**Highest occupied orbital energy**: -9.401 eV
**Net charge**: 0

Last columns: bonded neighbours and bond lengths (Å).
Atoms and positions in Å:
1 C 1.523 1.220 0.930  C2 1.509, H4 1.090, H5 1.085, H6 1.093
2 C 1.314 -0.193 1.416  C1 1.509, S3 1.821, H7 1.095, H8 1.085
3 S 1.262 -1.401 0.054  C2 1.821
4 H 2.350 1.256 0.221  C1 1.090
5 H 1.699 1.968 1.695  C1 1.085
6 H 0.684 1.600 0.342  C1 1.093
7 H 2.061 -0.431 2.181  C2 1.095
8 H 0.370 -0.446 1.886  C2 1.085
9 H -1.830 -0.492 0.750  no bonds
10 H -1.906 1.129 -1.134  O12 0.973
11 H -1.990 0.941 0.241  O12 0.972
12 O -2.073 1.698 -0.363  H10 0.973, H11 0.972
13 H 0.436 0.625 -3.239  O15 0.964
14 H 0.409 -0.137 -1.950  O15 0.970
15 O 0.427 0.772 -2.286  H13 0.964, H14 0.970
16 H -2.287 -2.952 -0.087  O18 0.968
17 H -1.057 -2.141 -0.207  O18 0.968
18 O -1.392 -3.016 -0.449  H16 0.968, H17 0.968


Tell me which of them is the most stable. Sure, it is one).


one) This record from the Open Molecules 2025 dataset describes 2 unconnected molecules or ions with the total composition C2H7N4S. The level of theory is the ωB97M-V functional and the def2-TZVPD basis.

Summary:
**Highest occupied orbital energy (alpha / beta)**: -11.904 / -11.904 eV
**Net charge**: +1

Last columns: bonded neighbours and bond lengths (Å).
Atoms and positions in Å:
1 C -0.197 0.976 1.971  N4 1.187, S7 1.599
2 C -0.322 -1.222 -3.039  N6 1.439, H8 1.225, H9 1.141, H10 1.117
3 N 0.094 2.008 4.092  N4 1.253, H11 1.001, H14 1.040
4 N -0.273 1.339 3.098  C1 1.187, N3 1.253
5 N 0.853 -0.953 -0.959  N6 1.311, H12 1.052
6 N 0.103 -1.687 -1.745  C2 1.439, N5 1.311, H13 1.027
7 S -0.273 0.694 0.398  C1 1.599
8 H -1.461 -1.612 -3.267  C2 1.225
9 H -0.370 -0.085 -2.966  C2 1.141
10 H 0.424 -1.565 -3.796  C2 1.117
11 H -0.438 2.056 4.939  N3 1.001
12 H 1.295 -0.209 -1.557  N5 1.052
13 H -0.223 -2.522 -1.244  N6 1.027
14 H 0.788 2.782 4.076  N3 1.040


two) This record from the Open Molecules 2025 dataset describes 2 unconnected molecules or ions with the total composition C2H7N4S. The level of theory is the ωB97M-V functional and the def2-TZVPD basis.

Summary:
**Highest occupied orbital energy**: -12.192 eV
**Net charge**: +1

Last columns: bonded neighbours and bond lengths (Å).
Atoms and positions in Å:
1 C 1.005 0.463 -0.476  N3 1.162, N6 1.321
2 C 3.827 -0.552 1.101  N4 1.260, H8 1.096, H9 1.100
3 N 1.831 0.100 0.256  C1 1.162, N4 1.253
4 N 2.597 -0.289 1.169  C2 1.260, N3 1.253
5 N -3.157 0.227 -0.581  S7 1.782, H11 0.972, H12 1.014
6 N -0.055 0.617 -1.249  C1 1.321, H13 1.021, H14 1.044
7 S -3.864 -0.337 0.954  N5 1.782, H10 1.251
8 H 4.257 -0.953 2.026  C2 1.096
9 H 4.451 -0.580 0.195  C2 1.100
10 H -2.813 -0.928 1.286  S7 1.251
11 H -3.336 -0.502 -1.198  N5 0.972
12 H -3.785 1.017 -0.683  N5 1.014
13 H -0.045 1.108 -2.144  N6 1.021
14 H -0.914 0.609 -0.656  N6 1.044


Tell me which of them is the most stable. Sure, it is two).


one) This record from the Open Molecules 2025 dataset describes C2H3F2NS in the gas phase. The level of theory is the ωB97M-V functional and the def2-TZVPD basis.

Summary:
**Highest occupied orbital energy**: -8.945 eV
**Structure (SMILES)**: NC(=S)C(F)F
**Net charge**: 0

Last columns: bonded neighbours and bond lengths (Å).
Atoms and positions in Å:
1 C 0.482 0.179 0.241  C2 1.561, N6 1.355, S9 1.631
2 C -0.503 -0.419 -0.813  C1 1.561, H5 1.136, F7 1.377, F8 1.312
3 H 1.509 -1.682 0.395  N6 1.097
4 H 2.193 -0.127 1.204  N6 1.021
5 H -0.487 0.366 -1.634  C2 1.136
6 N 1.534 -0.602 0.585  C1 1.355, H3 1.097, H4 1.021
7 F -1.689 -0.655 -0.156  C2 1.377
8 F -0.094 -1.470 -1.483  C2 1.312
9 S 0.139 1.639 0.883  C1 1.631


two) This record from the Open Molecules 2025 dataset describes C2H3F2NS in the gas phase. The level of theory is the ωB97M-V functional and the def2-TZVPD basis.

Summary:
**Highest occupied orbital energy**: -8.842 eV
**Structure (SMILES)**: NC(=S)C(F)F
**Net charge**: 0

Last columns: bonded neighbours and bond lengths (Å).
Atoms and positions in Å:
1 C 0.533 -0.316 0.039  C2 1.524, N6 1.334, S9 1.619
2 C -0.987 -0.401 -0.018  C1 1.524, H5 1.105, F7 1.320, F8 1.344
3 H 1.904 1.167 -0.022  N6 0.998
4 H 0.296 1.773 -0.115  N6 1.036
5 H -1.509 0.556 -0.201  C2 1.105
6 N 0.929 0.955 -0.048  C1 1.334, H3 0.998, H4 1.036
7 F -1.345 -1.271 -0.945  C2 1.320
8 F -1.359 -0.880 1.182  C2 1.344
9 S 1.537 -1.582 0.130  C1 1.619


Tell me which of them is the most stable. Sure, it is two).